(1)
C5H6F2O in the gas phase, computed with ωB97M-V with the def2-TZVPD basis set.

Structure (XYZ):
```
14
C5H6F2O (ωB97M-V with the def2-TZVPD basis set)
C -0.68 1.81 -0.18
C -0.48 0.45 0.39
C 0.33 -0.43 -0.16
C 0.58 -1.83 0.30
C 1.29 -2.74 -0.65
H 0.15 2.17 -0.81
H -1.02 0.28 1.32
H 0.89 -0.05 -1.06
H -0.05 -2.27 1.08
H 1.15 -3.81 -0.66
H 1.69 -2.33 -1.58
O 1.91 -2.17 0.51
F -1.84 1.76 -0.92
F -0.87 2.66 0.87
```

Computed properties:
SMILES: FC(F)/C=C/[C@H]1CO1
Energy relative to the best compared isomer or geometry (same formula, charge and spin): 29.2 kcal per mole
Lowest unoccupied orbital energy: 1.06 eV
Spin multiplicity: 1



(2)
10 unconnected molecules or ions with the total composition C33H81Br2F2IN3O12P2S9, computed with ωB97M-V with the def2-TZVPD basis set.

Structure (XYZ):
```
145
C33H81Br2F2IN3O12P2S9 (ωB97M-V with the def2-TZVPD basis set)
C 5.29 -4.45 1.43
C 4.18 -3.38 1.30
C 3.51 -3.35 -0.09
F 2.24 -3.96 0.06
C 3.23 -2.04 -0.86
C 4.46 -1.25 -1.31
C 5.45 -0.71 -0.26
C 6.02 0.65 -0.72
Br 6.98 -1.91 -0.06
C 2.50 -2.45 -2.26
N 2.73 -1.69 -3.40
I 2.86 -4.58 -2.94
C 1.02 -2.39 -1.94
P -0.52 -3.12 -2.80
O -0.45 -4.70 -2.43
Br -0.12 -2.95 -4.96
N 0.84 -1.67 -0.89
C -0.53 -1.33 -0.42
C -1.20 -0.23 -1.27
C -2.67 -0.53 -1.51
F -3.44 0.01 -0.47
C 2.06 -1.18 -0.25
C 2.01 -1.21 1.29
C 1.05 -0.30 2.03
O 1.25 0.86 2.24
O -0.07 -0.88 2.50
P 2.10 0.67 -0.70
N 2.20 1.02 -2.21
H 5.42 -5.03 0.52
H 6.24 -4.02 1.71
H 5.02 -5.16 2.21
H 4.56 -2.42 1.64
H 3.41 -3.66 2.01
H 4.13 -3.98 -0.72
H 5.03 -1.92 -1.96
H 4.17 -0.40 -1.92
H 5.00 -0.54 0.71
H 6.25 0.56 -1.79
H 6.96 0.83 -0.22
H 5.31 1.46 -0.54
H 3.64 -1.67 -3.81
H 2.07 -1.01 -3.75
H 0.20 -4.86 -1.72
H -0.49 -0.96 0.60
H -1.14 -2.23 -0.39
H -1.15 0.76 -0.82
H -0.73 -0.16 -2.25
H -3.02 -0.09 -2.44
H -2.89 -1.60 -1.54
H 1.83 -2.24 1.61
H 3.01 -0.96 1.64
H -0.10 -1.83 2.27
H 3.16 1.11 0.11
H 0.93 1.16 -0.11
H 1.41 1.56 -2.53
C 2.26 1.77 -7.09
S 1.11 1.26 -5.80
O 1.73 0.08 -5.13
C -0.15 0.62 -6.91
H 3.14 2.17 -6.60
H 2.52 0.91 -7.70
H 1.79 2.55 -7.69
H 0.28 -0.16 -7.54
H -0.54 1.43 -7.52
H -0.95 0.21 -6.30
C -1.49 1.16 4.90
S -3.26 1.44 4.88
O -3.59 2.18 6.13
C -3.72 -0.28 5.14
H -0.99 2.12 4.80
H -1.20 0.70 5.84
H -1.21 0.52 4.06
H -3.26 -0.63 6.07
H -3.39 -0.88 4.29
H -4.80 -0.33 5.22
C -0.46 3.21 1.77
S -1.98 2.85 0.89
O -1.67 3.00 -0.57
C -2.83 4.33 1.41
H 0.26 2.42 1.56
H -0.07 4.17 1.44
H -0.66 3.23 2.84
H -2.26 5.21 1.10
H -2.95 4.32 2.49
H -3.81 4.34 0.93
C 1.09 4.10 -2.26
S -0.28 3.81 -3.40
O 0.19 4.25 -4.74
C -1.34 5.11 -2.78
H 1.89 3.40 -2.51
H 1.43 5.12 -2.37
H 0.74 3.91 -1.24
H -0.81 6.06 -2.85
H -1.60 4.88 -1.74
H -2.24 5.13 -3.38
C -0.80 -5.69 4.70
S -1.30 -4.56 3.41
O -0.24 -3.50 3.35
C -2.70 -3.84 4.27
H 0.10 -6.20 4.37
H -0.58 -5.13 5.61
H -1.59 -6.41 4.87
H -2.36 -3.40 5.21
H -3.44 -4.62 4.45
H -3.13 -3.07 3.63
C -6.89 -1.28 3.96
S -5.62 -2.01 2.92
O -4.40 -2.18 3.76
C -5.35 -0.56 1.90
H -7.18 -2.01 4.71
H -6.50 -0.39 4.45
H -7.76 -1.03 3.35
H -5.06 0.28 2.53
H -6.27 -0.33 1.36
H -4.56 -0.79 1.19
C -3.57 -5.14 1.18
S -3.61 -4.99 -0.61
O -4.94 -4.45 -1.00
C -3.63 -6.76 -0.95
H -3.58 -4.13 1.60
H -4.44 -5.69 1.53
H -2.65 -5.64 1.48
H -4.51 -7.20 -0.48
H -2.72 -7.21 -0.57
H -3.68 -6.89 -2.03
C -5.65 6.02 -1.82
S -5.52 5.16 -3.39
O -4.22 5.57 -4.00
C -6.80 6.10 -4.23
H -4.89 5.61 -1.16
H -5.48 7.08 -1.97
H -6.64 5.85 -1.40
H -6.54 7.16 -4.22
H -7.76 5.92 -3.74
H -6.85 5.74 -5.26
C 9.05 3.25 3.02
S 7.52 3.68 2.18
O 7.15 2.52 1.32
C 8.25 4.91 1.09
H 8.82 2.45 3.72
H 9.78 2.90 2.29
H 9.42 4.11 3.56
H 9.03 4.45 0.49
H 8.65 5.73 1.68
H 7.46 5.28 0.44
```

Computed properties:
Lowest unoccupied orbital energy: -3.76 eV
Total charge: +1
Spin multiplicity: 1



(3)
A molecular structure, C15H31N2O2PPdSi, computed with ωB97M-V with the def2-TZVPD basis set.

Structure (XYZ):
```
53
C15H31N2O2PPdSi (ωB97M-V with the def2-TZVPD basis set)
Pd -0.16 -0.02 -0.17
Si 0.46 -1.91 -1.33
P 0.42 1.04 -2.10
N -2.03 0.74 -0.22
H 1.20 0.92 -0.30
C 0.68 2.81 -1.87
H 0.93 3.28 -2.83
H 1.53 2.95 -1.19
H -0.23 3.26 -1.46
C 1.90 0.55 -3.06
H 2.05 1.27 -3.88
H 1.83 -0.45 -3.49
H 2.79 0.59 -2.40
C -0.90 1.05 -3.37
H -0.59 1.64 -4.24
H -1.81 1.50 -2.95
H -1.15 0.04 -3.72
C 1.92 -3.10 -1.60
H 2.28 -3.48 -0.64
H 2.73 -2.61 -2.15
H 1.58 -3.96 -2.19
H -0.43 -2.79 -0.55
H -0.06 -1.80 -2.69
C -3.24 0.33 -0.49
C -5.65 0.81 -0.05
C -4.31 1.15 0.07
C -3.70 -0.82 -1.28
C -5.05 -1.11 -1.40
C -6.03 -0.29 -0.83
H -6.40 1.42 0.44
H -3.99 2.08 0.56
H -2.94 -1.43 -1.79
H -5.38 -1.98 -1.98
H -7.09 -0.49 -1.02
C 3.50 -0.40 0.81
O 2.63 -1.07 0.22
C 3.14 0.48 1.98
H 3.96 1.12 2.33
H 2.82 -0.16 2.81
H 2.29 1.12 1.71
C 4.95 -0.53 0.40
H 5.43 0.45 0.29
H 5.01 -1.07 -0.54
H 5.47 -1.12 1.17
C -1.15 0.87 2.90
C -0.73 -0.55 2.75
N -0.77 -1.38 3.81
O -0.31 -1.06 1.66
H -1.58 1.03 3.89
H -1.91 1.13 2.14
H -0.27 1.53 2.82
H -0.31 -2.28 3.71
H -1.07 -1.13 4.75
```

Computed properties:
Energy relative to the best compared isomer or geometry (same formula, charge and spin): 0.0 kcal per mole
Lowest unoccupied orbital energy (spin up / spin down): 0.54 / -0.67 eV
Spin multiplicity: 5



(4)
A molecular structure, C13H18ClHfIN2O2P, computed with ωB97M-V with the def2-TZVPD basis set.

Structure (XYZ):
```
39
C13H18ClHfIN2O2P (ωB97M-V with the def2-TZVPD basis set)
C 1.68 -4.32 -3.20
C 1.07 -3.20 -3.94
H 2.19 -4.98 -3.94
H 0.86 -4.89 -2.71
H 2.39 -3.96 -2.45
O 1.01 -2.14 -4.43
I 3.45 -0.96 -0.25
Hf 0.81 -0.64 -0.25
P -1.76 -0.37 -1.17
C -2.56 1.08 -1.91
C -2.18 -1.65 -2.38
H -2.60 -1.57 0.71
H -3.90 -1.12 -0.44
H -3.22 0.11 0.67
C -3.00 -0.78 0.08
H -1.66 -2.56 -2.07
H -3.27 -1.80 -2.35
H -3.56 0.79 -2.28
H -1.95 1.46 -2.73
H -1.86 -1.35 -3.38
H -2.65 1.87 -1.15
C 0.58 0.59 -2.13
O 0.49 1.49 -2.90
Cl 0.17 -2.67 0.66
N -0.64 2.38 2.59
C -0.78 1.50 1.58
N 0.40 0.89 1.31
C 1.33 1.38 2.28
C 2.70 1.16 2.49
C 3.36 1.95 3.44
C 2.67 2.91 4.20
C 1.29 3.11 4.00
C 0.67 2.33 3.05
H -1.34 2.98 3.01
H -1.70 1.43 0.98
H 3.18 0.39 1.88
H 4.44 1.81 3.59
H 3.22 3.49 4.97
H 0.69 3.84 4.57
```

Computed properties:
Energy relative to the best compared isomer or geometry (same formula, charge and spin): 31.3 kcal per mole
Lowest unoccupied orbital energy: -11.99 eV
Total charge: +3
Spin multiplicity: 1



Values for maximum force, eV/Å, ordered as above
1.27; 2.33; 4.06; 8.62